C4H5NO2 | wB97M-V/def2-TZVPD

Calculated total energy, Ha: -360.3388
Frontier orbital gap (alpha / beta), eV: 8.43 / 8.13
HOMO (alpha / beta), eV: -10.0 / -9.2
LUMO (alpha / beta), eV: -1.6 / -1.1

CARTESIAN COORDINATES (ANGSTROEM)
C 1.474 0.355 0.523
C 0.498 1.212 0.109
C 0.762 -0.895 0.199
C -0.355 0.019 -0.227
N -1.778 -0.097 -0.118
O -2.472 0.926 -0.154
O -2.240 -1.208 0.100
H 2.428 0.283 1.061
H 0.070 2.230 0.044
H 1.444 -1.605 -0.360
H 0.481 -1.452 1.119
H -0.310 0.233 -2.296

Atom charges from the Löwdin analysis, given in e for atoms 1 to 5:
1. C -0.07
2. C -0.01
3. C -0.16
4. C -0.21
5. N -0.39

=====

C27H62O7P2 | wB97M-V/def2-TZVPD

Calculated total energy, Ha: -2275.4899
Frontier orbital gap, eV: 10.33
HOMO, eV: -10.5
LUMO, eV: -0.1

CARTESIAN COORDINATES (ANGSTROEM)
C 1.210 0.840 7.567
C 0.540 1.745 7.175
C -0.151 2.882 6.533
O -0.947 2.484 5.402
P -0.110 2.504 4.024
O 0.972 1.553 4.120
O -1.135 2.014 2.909
O 0.371 4.042 3.723
P 1.175 4.281 2.326
O 0.330 4.549 1.173
O 2.081 5.602 2.590
O 2.218 3.125 1.981
H 1.743 0.214 8.243
H 0.545 3.681 6.264
H -0.833 3.276 7.293
H -1.743 2.731 2.669
H 2.882 5.267 3.021
H 3.024 3.473 1.582
C -1.161 2.243 -0.607
C -1.842 1.538 -1.775
C -3.033 0.680 -1.350
C -2.695 -0.478 -0.409
C -1.660 -1.466 -0.944
C -2.111 -2.187 -2.210
H -0.739 1.533 0.106
H -0.346 2.870 -0.969
H -1.868 2.887 -0.078
H -1.110 0.933 -2.317
H -2.197 2.295 -2.481
H -3.525 0.290 -2.247
H -3.775 1.320 -0.859
H -3.619 -1.020 -0.183
H -2.341 -0.080 0.547
H -1.463 -2.212 -0.169
H -0.709 -0.960 -1.129
H -3.040 -2.736 -2.036
H -1.352 -2.906 -2.525
H -2.270 -1.493 -3.037
C -0.401 5.665 -2.316
C 0.985 5.222 -2.768
C 1.729 6.284 -3.577
C 1.062 6.681 -4.894
C 0.821 5.532 -5.871
C 2.106 4.856 -6.340
H -1.059 5.865 -3.164
H -0.868 4.886 -1.714
H -0.343 6.569 -1.706
H 0.906 4.293 -3.340
H 1.579 4.985 -1.880
H 2.745 5.928 -3.775
H 1.843 7.183 -2.962
H 1.686 7.437 -5.383
H 0.107 7.173 -4.687
H 0.296 5.927 -6.746
H 0.155 4.787 -5.426
H 2.769 5.575 -6.825
H 1.879 4.069 -7.062
H 2.645 4.395 -5.511
C -5.201 -7.278 -6.345
C -5.709 -7.348 -4.908
C -6.013 -5.977 -4.306
C -4.811 -5.038 -4.189
C -3.640 -5.581 -3.372
C -3.995 -5.850 -1.913
H -4.255 -6.739 -6.413
H -5.035 -8.282 -6.738
H -5.928 -6.781 -6.991
H -4.986 -7.885 -4.288
H -6.627 -7.942 -4.892
H -6.463 -6.118 -3.319
H -6.779 -5.484 -4.914
H -5.149 -4.098 -3.741
H -4.452 -4.778 -5.190
H -2.828 -4.850 -3.404
H -3.247 -6.494 -3.828
H -4.351 -4.939 -1.425
H -3.116 -6.200 -1.368
H -4.766 -6.616 -1.819
C 6.603 -4.085 6.638
C 5.942 -3.606 5.349
C 6.187 -2.126 5.057
C 5.627 -1.158 6.099
C 4.123 -1.272 6.348
C 3.279 -0.959 5.116
H 6.204 -3.569 7.513
H 6.429 -5.153 6.780
H 7.683 -3.923 6.606
H 4.870 -3.815 5.386
H 6.339 -4.192 4.516
H 5.768 -1.888 4.075
H 7.266 -1.956 4.971
H 5.856 -0.136 5.779
H 6.153 -1.297 7.048
H 3.852 -0.572 7.143
H 3.873 -2.270 6.720
H 3.481 0.050 4.751
H 2.217 -1.019 5.359
H 3.472 -1.665 4.306

Atom charges from the Löwdin analysis, given in e for atoms 1 to 5:
1. C 0.12
2. C -0.09
3. C -0.22
4. O -0.16
5. P 0.35